(w)
Computed, not measured: a 2-piece molecular cluster, C3H11N2S overall, with wB97M-V/def2-TZVPD.

Structure (XYZ):
```
17
C3H11N2S, DFT wB97M-V/def2-TZVPD
C 0.14 -1.76 0.29
C 0.72 -0.71 -0.62
C 1.02 0.65 -0.14
N 2.04 1.40 -0.59
N -0.22 0.31 -1.11
S -2.52 0.76 1.57
H -0.41 -2.50 -0.28
H 0.95 -2.27 0.82
H -0.52 -1.30 1.03
H 1.37 -1.11 -1.40
H 0.60 0.94 0.81
H 2.07 2.38 -0.38
H 2.60 1.10 -1.37
H -1.15 0.31 -0.70
H -3.78 0.45 1.31
H -0.21 0.57 -2.09
H -2.70 0.78 2.87
```

The value obtained for the HOMO energy is -13.4468 eV. The orbital gap is 10.60 eV. Its charge is +1. The molar mass comes out at 107.202 Da. The multiplicity is 1.

=====

(x)
Computed, not measured: a 2-piece molecular cluster, C3H11N2S overall, with wB97M-V/def2-TZVPD.

Structure (XYZ):
```
17
C3H11N2S, DFT wB97M-V/def2-TZVPD
C 0.79 3.57 -0.04
C 1.35 2.37 0.72
S 0.30 0.88 0.57
H -0.29 3.62 0.10
H 0.94 3.51 -1.12
H 1.25 4.47 0.35
H 2.34 2.08 0.40
H 1.36 2.65 1.78
H 0.09 0.63 1.86
N -0.19 -2.24 0.14
C -0.90 -2.32 -0.94
N -1.87 -3.17 -1.14
H -0.24 -2.84 0.95
H 0.47 -1.45 0.24
H -0.77 -1.59 -1.71
H -2.29 -3.23 -2.06
H -2.08 -3.91 -0.48
```

The value obtained for the HOMO energy is -12.6815 eV. The orbital gap is 9.25 eV. Its charge is +1. The molar mass comes out at 107.202 Da. The multiplicity is 1.

=====

Ranked by calculated energy, most stable first: (x), (w).

=====

(w)
Computed, not measured: a 2-piece molecular cluster, C3H11N2S overall, with wB97M-V/def2-TZVPD.

Structure (XYZ):
```
17
C3H11N2S, DFT wB97M-V/def2-TZVPD
C 1.51 -1.86 1.64
S 0.30 -0.75 0.75
C 1.33 0.81 0.72
H 2.13 -2.26 0.86
H 2.07 -1.18 2.26
H 0.94 -2.67 2.06
H 0.87 1.53 1.39
H 1.23 1.10 -0.31
H 2.28 0.62 1.19
N -1.26 -0.06 -2.27
C -1.79 0.88 -1.52
N -1.84 0.93 -0.22
H -0.59 -0.66 -1.79
H -1.15 0.06 -3.26
H -2.31 1.71 -2.01
H -1.41 0.13 0.25
H -2.32 1.67 0.26
```

The value obtained for the HOMO energy is -12.7182 eV. The orbital gap is 9.33 eV. Its charge is +1. The molar mass comes out at 107.202 Da. The multiplicity is 1.

=====

(x)
Computed, not measured: a 2-piece molecular cluster, C3H11N2S overall, with wB97M-V/def2-TZVPD.

Structure (XYZ):
```
17
C3H11N2S, DFT wB97M-V/def2-TZVPD
C -0.56 0.11 -2.49
C -1.02 -0.96 -1.52
S -2.02 -0.24 -0.19
H 0.37 0.57 -2.15
H -1.30 0.88 -2.67
H -0.31 -0.38 -3.44
H -1.69 -1.67 -2.01
H -0.18 -1.56 -1.19
H -2.71 -1.32 0.18
N 0.51 1.26 1.25
C 0.94 0.20 1.86
N 1.96 0.16 2.69
H 0.95 2.14 1.49
H -0.33 1.23 0.69
H 0.51 -0.78 1.67
H 2.55 -0.65 2.70
H 2.33 1.01 3.10
```

The value obtained for the HOMO energy is -12.8207 eV. The orbital gap is 9.10 eV. Its charge is +1. The molar mass comes out at 107.202 Da. The multiplicity is 1.

=====

Ranked by calculated energy, most stable first: (x), (w).

=====

(w)
Computed, not measured: C3H8N2 as an isolated structure, with wB97M-V/def2-TZVPD.

Structure (XYZ):
```
13
C3H8N2, DFT wB97M-V/def2-TZVPD
C 0.37 0.35 0.06
C 0.21 -1.09 0.50
C -1.03 0.25 -0.17
H 2.09 0.53 -1.15
H 0.81 1.64 -1.54
H 0.32 1.00 1.01
H 0.27 -1.63 -0.50
H 1.10 -1.59 1.16
H -1.20 -0.20 1.91
H -1.27 -0.34 -1.08
H -1.64 1.20 -0.07
N 1.12 0.69 -1.13
N -1.16 -0.81 0.99
```

The value obtained for the HOMO energy is -9.1053 eV. The orbital gap is 10.12 eV. Its charge is 0. The molar mass comes out at 72.111 Da. The multiplicity is 1.

=====

(x)
Computed, not measured: an isolated molecule of C3H8N2, with wB97M-V/def2-TZVPD.

Structure (XYZ):
```
13
C3H8N2, DFT wB97M-V/def2-TZVPD
C -0.21 1.75 -0.67
C 0.01 0.40 -0.05
C 0.55 0.32 1.35
N -0.29 -0.63 -0.75
N -0.06 -1.87 -0.19
H -0.63 1.63 -1.67
H -0.88 2.37 -0.05
H 0.73 2.30 -0.74
H 1.42 -0.36 1.37
H -0.19 -0.09 2.05
H 0.87 1.30 1.72
H -0.63 -2.54 -0.70
H -0.30 -1.91 0.80
```

As for the structure (SMILES): CC(C)=NN. The value obtained for the HOMO energy is -8.6649 eV. The orbital gap is 9.73 eV. Its charge is 0. The molar mass comes out at 72.111 Da. The multiplicity is 1.

=====

(y)
Computed, not measured: an isolated molecule of C3H8N2, with wB97M-V/def2-TZVPD.

Structure (XYZ):
```
13
C3H8N2, DFT wB97M-V/def2-TZVPD
H -2.21 -1.01 -1.76
N -1.28 -0.63 -1.86
C -0.66 -0.56 -0.74
N 0.29 0.39 -0.52
C 1.06 0.64 0.67
C 0.41 0.12 1.95
H -0.82 -1.21 0.11
H 0.35 0.99 -1.34
H 2.03 0.11 0.59
H 1.33 1.69 0.69
H 0.29 -0.95 1.87
H 1.10 0.18 2.80
H -0.38 0.79 2.28
```

As for the structure (SMILES): [H]/N=C/NCC. The value obtained for the HOMO energy is -8.4849 eV. The orbital gap is 9.47 eV. Its charge is 0. The molar mass comes out at 72.111 Da. The multiplicity is 1.

=====

Ranked by calculated energy, most stable first: (y), (x), (w).